Record 1
One molecule with the formula C2HN2PS. Source: the OMol25 dataset; level of theory: ωB97M-V/def2-TZVPD.

Total energy, eV: -25193.112
E_LUMO, Eh: -0.030
Kohn-Sham gap, eV: 9.6
Charge: 0
Energy above the lowest of the compared OMol25 structures with the same formula, charge and spin, kcal per mole: 6.9
SMILES string: N#CP(S)C#N
HOMO energy, eV: -10.4

Element x y z (Å)
N1 -3.09122 2.39327 -0.26665
C1 -2.65670 1.37585 0.03117
P1 -1.66689 0.00912 0.62252
S1 -0.05897 0.01602 -0.83485
C2 -2.55094 -1.34399 -0.04988
N2 -2.99254 -2.38367 -0.21148
H1 0.36166 -1.16086 -0.16862

---

Record 2
A 2-piece molecular cluster, C2HN2PS overall. Source: the OMol25 dataset; level of theory: ωB97M-V/def2-TZVPD.

Total energy, eV: -25190.642
E_LUMO (alpha / beta), Eh: -0.115 / -0.104
Kohn-Sham gap (alpha / beta), eV: 7.4 / 7.0
Charge: 0
Energy above the lowest of the compared OMol25 structures with the same formula, charge and spin, kcal per mole: 63.9
HOMO energy (alpha / beta), eV: -10.5 / -9.8

Element x y z (Å)
C1 1.73318 -0.60733 0.28069
C2 -0.69318 -1.15441 0.39071
N1 2.46594 -0.26370 1.09448
N2 -1.45187 -1.03364 1.23645
P1 0.58302 -1.33269 -0.85849
S1 -0.81780 2.40805 -1.45437
H1 -1.81928 1.98372 -0.68947

---

Record 3
An isolated ion of composition C2HN2S3 and charge -1. Source: the OMol25 dataset; level of theory: ωB97M-V/def2-TZVPD.

Total energy, eV: -37574.896
E_LUMO, Eh: 0.106
Kohn-Sham gap, eV: 6.4
Charge: -1
Energy above the lowest of the compared OMol25 structures with the same formula, charge and spin, kcal per mole: 58.8
SMILES string: S=c1scnn1[S-]
HOMO energy, eV: -3.5

Element x y z (Å)
S1 1.71507 -0.94272 2.44219
C1 0.55479 -0.21402 0.77451
S2 0.45148 1.47426 0.58240
C2 -0.61012 1.15294 -0.78923
N1 -0.74659 -0.09412 -1.05403
N2 -0.01538 -0.86668 -0.23141
S3 -0.17739 -2.50501 -0.46061
H1 -1.17185 1.99534 -1.26382

---

Record 4
One molecule with the formula C2HN3O2. Source: the OMol25 dataset; level of theory: ωB97M-V/def2-TZVPD.

Total energy, eV: -10649.713
E_LUMO, Eh: -0.068
Kohn-Sham gap, eV: 8.7
Charge: 0
Energy above the lowest of the compared OMol25 structures with the same formula, charge and spin, kcal per mole: 145.0
SMILES string: O=c1cnonn1
HOMO energy, eV: -10.6

Element x y z (Å)
O1 -0.68257 -2.08563 0.54854
C1 -0.16906 -1.01752 0.21584
C2 0.69565 -0.21027 0.97922
N1 0.87856 1.10152 0.86948
O2 0.00913 1.74331 -0.14296
N2 -0.38099 0.84664 -1.40764
N3 -0.36437 -0.40196 -1.22081
H1 1.29561 -0.71802 1.89784

---

Record 5
One molecule with the formula C2HN3O2. Source: the OMol25 dataset; level of theory: ωB97M-V/def2-TZVPD.

Total energy, eV: -10648.300
E_LUMO (alpha / beta), Eh: -0.142 / -0.073
Kohn-Sham gap (alpha / beta), eV: 7.2 / 9.1
Charge: 0
Energy above the lowest of the compared OMol25 structures with the same formula, charge and spin, kcal per mole: 177.6
HOMO energy (alpha / beta), eV: -11.0 / -11.1

Element x y z (Å)
C1 -1.52474 -1.02643 -0.02834
C2 0.41299 0.20437 0.06033
N1 -2.27942 -1.93117 -0.03659
N2 1.36553 -0.66496 -0.06833
N3 -0.89109 0.06319 0.15923
O1 0.82760 1.51144 -0.01475
O2 -0.20873 2.31344 -0.06986
H1 2.29785 -0.46988 -0.00169

---

Record 6
One molecule with the formula C2HN3O2. Source: the OMol25 dataset; level of theory: ωB97M-V/def2-TZVPD.

Total energy, eV: -10646.844
E_LUMO, Eh: -0.050
Kohn-Sham gap, eV: 8.2
Charge: 0
Energy above the lowest of the compared OMol25 structures with the same formula, charge and spin, kcal per mole: 211.1
HOMO energy, eV: -9.6

Element x y z (Å)
C1 -2.97391 0.98378 -0.03386
C2 -0.97002 -0.24385 0.16910
N1 -3.60557 1.94587 0.03619
N2 0.13187 0.19402 0.20318
N3 -2.28876 -0.11504 0.11330
O1 -1.75511 -2.12671 0.09463
O2 -2.88491 -1.33893 -0.17719
H1 0.85148 -0.41841 0.16433

---

Record 7
A 2-piece molecular cluster, C2HN3O3 overall. Source: the OMol25 dataset; level of theory: ωB97M-V/def2-TZVPD.

Total energy, eV: -12694.427
E_LUMO (alpha / beta), Eh: -0.046 / -0.038
Kohn-Sham gap (alpha / beta), eV: 7.2 / 8.2
Charge: 0
Energy above the lowest of the compared OMol25 structures with the same formula, charge and spin, kcal per mole: 223.5
HOMO energy (alpha / beta), eV: -8.5 / -9.3

Element x y z (Å)
C1 -2.16562 -1.22628 2.17417
C2 0.49145 -0.25344 1.46219
N1 -2.54423 -1.08068 0.99677
N2 -2.70644 -0.18703 0.04534
N3 0.85174 -1.38326 1.26936
O1 -1.39082 -1.75913 2.85837
O2 -0.06804 0.65298 1.93512
O3 -3.89662 -0.99798 0.43533
H1 1.36730 -1.79674 0.56090

---

Record 8
One molecule with the formula C2HN3O3. Source: the OMol25 dataset; level of theory: ωB97M-V/def2-TZVPD.

Total energy, eV: -12699.741
E_LUMO, Eh: -0.031
Kohn-Sham gap, eV: 9.9
Charge: 0
Energy above the lowest of the compared OMol25 structures with the same formula, charge and spin, kcal per mole: 101.0
SMILES string: O=c1nc(O)nno1
HOMO energy, eV: -10.7

Element x y z (Å)
O1 -0.29998 -1.13811 -2.43763
C1 -0.37527 -0.68021 -1.35708
N1 0.07727 0.63704 -1.00064
C2 0.34685 0.65124 0.29482
O2 1.11305 1.63103 0.71374
N2 -0.16151 -0.18070 1.33000
N3 -0.97014 -1.09273 0.99238
O3 -1.17049 -1.31832 -0.20148
H1 1.44021 1.49077 1.66591

---

Record 9
One molecule with the formula C2HN3O3. Source: the OMol25 dataset; level of theory: ωB97M-V/def2-TZVPD.

Total energy, eV: -12699.581
E_LUMO, Eh: -0.054
Kohn-Sham gap, eV: 9.3
Charge: 0
Energy above the lowest of the compared OMol25 structures with the same formula, charge and spin, kcal per mole: 104.7
SMILES string: O=c1nnoc(=O)[nH]1
HOMO energy, eV: -10.7

Element x y z (Å)
O1 -2.21439 -1.01513 -0.02438
C1 -1.22250 -0.42314 0.11485
N1 -1.25447 1.02965 -0.21894
N2 -0.30663 1.66117 -0.22863
O2 0.99182 0.94255 0.45304
C2 1.27014 -0.27294 0.13378
O3 2.44429 -0.66646 -0.34616
N3 0.12376 -0.97276 0.17597
H1 0.00178 -1.93759 -0.25069

---

Record 10
A 2-piece molecular cluster, C2HN3OS overall. Source: the OMol25 dataset; level of theory: ωB97M-V/def2-TZVPD.

Total energy, eV: -19439.683
E_LUMO (alpha / beta), Eh: -0.074 / -0.074
Kohn-Sham gap (alpha / beta), eV: 6.7 / 6.7
Charge: 0
Energy above the lowest of the compared OMol25 structures with the same formula, charge and spin, kcal per mole: 19.9
HOMO energy (alpha / beta), eV: -8.7 / -8.7

Element x y z (Å)
C1 -1.89469 0.67654 -0.02797
C2 2.07445 -0.67460 0.38688
N1 -2.24733 -0.42023 -0.40821
N2 -2.61464 -1.44332 -0.81809
N3 2.17442 0.33153 -0.24042
O1 2.13803 -1.70835 0.89587
S1 -1.32972 2.03894 0.53395
H1 1.69947 1.19948 -0.32200

---

Record 11
One molecule with the formula C2HN3S2. Source: the OMol25 dataset; level of theory: ωB97M-V/def2-TZVPD.

Total energy, eV: -28227.244
E_LUMO, Eh: -0.050
Kohn-Sham gap, eV: 8.9
Charge: 0
Energy above the lowest of the compared OMol25 structures with the same formula, charge and spin, kcal per mole: 16.1
SMILES string: N#CSN(S)C#N
HOMO energy, eV: -10.3

Element x y z (Å)
N1 -2.70578 -1.02590 -1.39082
C1 -2.36501 0.09050 -1.39386
S1 -1.76626 1.69915 -1.66623
N2 -0.76663 1.33971 -0.18281
S2 0.63673 0.33023 -0.60559
C2 -0.27684 2.60999 0.52831
N3 -0.11103 3.48292 1.24534
H1 0.61071 -0.37862 0.49417

---

Record 12
A 2-piece molecular cluster, C2HN4 overall. Source: the OMol25 dataset; level of theory: ωB97M-V/def2-TZVPD.

Total energy, eV: -8035.730
E_LUMO (alpha / beta), Eh: -0.290 / -0.453
Spin multiplicity: 3
Kohn-Sham gap (alpha / beta), eV: 6.6 / 5.9
Charge: +1
Energy above the lowest of the compared OMol25 structures with the same formula, charge and spin, kcal per mole: 6.3
HOMO energy (alpha / beta), eV: -14.5 / -18.2

Element x y z (Å)
C1 -1.36986 0.83012 -0.60098
C2 -0.85403 -0.38383 -0.79717
N1 -1.61438 1.95528 -0.44718
N2 -0.38433 -1.45691 -0.93032
N3 2.68445 0.85895 2.08877
N4 1.80489 0.64929 1.47888
H1 -0.26675 -2.45290 -0.79201

---

Record 13
One molecule with the formula C2HN5O. Source: the OMol25 dataset; level of theory: ωB97M-V/def2-TZVPD.

Total energy, eV: -11583.222
E_LUMO, Eh: -0.016
Kohn-Sham gap, eV: 9.7
Charge: 0
Energy above the lowest of the compared OMol25 structures with the same formula, charge and spin, kcal per mole: 64.3
SMILES string: c1nnc2onnn12
HOMO energy, eV: -10.1

Element x y z (Å)
C1 -0.61254 -0.31228 1.22968
N1 -1.30012 0.81198 1.07602
N2 -0.98406 1.43028 -0.04976
C2 -0.12185 0.67432 -0.76492
O1 0.64611 0.42222 -1.81629
N3 1.58642 -0.64329 -1.45821
N4 1.14367 -1.15377 -0.42087
N5 0.14300 -0.35615 0.13541
H1 -0.50063 -0.87330 2.06893

---

Record 14
One molecule with the formula C2HN5O. Source: the OMol25 dataset; level of theory: ωB97M-V/def2-TZVPD.

Total energy, eV: -11585.349
E_LUMO, Eh: -0.020
Kohn-Sham gap, eV: 8.6
Charge: 0
Energy above the lowest of the compared OMol25 structures with the same formula, charge and spin, kcal per mole: 15.2
HOMO energy, eV: -9.1

Element x y z (Å)
C1 -0.60853 -0.30109 -0.01254
C2 0.27645 0.82951 0.02421
H1 2.42991 0.42232 0.03868
N1 1.28716 -1.24983 -0.02135
N2 0.01601 -1.49921 -0.00429
N3 -1.96641 -0.21131 -0.00193
N4 -3.07320 -0.08850 -0.00219
N5 1.47777 0.07472 0.00366
O1 0.16085 2.02338 -0.02425

---

Record 15
One molecule with the formula C2HN5O. Source: the OMol25 dataset; level of theory: ωB97M-V/def2-TZVPD.

Total energy, eV: -11582.860
E_LUMO, Eh: -0.010
Kohn-Sham gap, eV: 10.3
Charge: 0
Energy above the lowest of the compared OMol25 structures with the same formula, charge and spin, kcal per mole: 72.6
SMILES string: c1nnc2onnn12
HOMO energy, eV: -10.5

Element x y z (Å)
C1 -1.33376 1.01196 -0.02952
N1 -2.12539 -0.02746 -0.08956
N2 -1.20304 -1.09857 -0.10001
C2 -0.05342 -0.71659 0.20469
O1 1.20040 -1.11761 -0.00375
N3 2.01752 0.13476 -0.08240
N4 1.33648 1.08246 -0.11781
N5 0.03978 0.66378 0.23497
H1 -1.73758 1.88393 0.06265

---

Record 16
One molecule with the formula C2HN5O. Source: the OMol25 dataset; level of theory: ωB97M-V/def2-TZVPD.

Total energy, eV: -11582.035
E_LUMO, Eh: -0.089
Kohn-Sham gap, eV: 7.9
Charge: 0
Energy above the lowest of the compared OMol25 structures with the same formula, charge and spin, kcal per mole: 91.6
SMILES string: O=c1ncnnnn1
HOMO energy, eV: -10.3

Element x y z (Å)
O1 -2.33718 -0.54747 0.59610
C1 -1.39237 -0.14337 0.05015
N1 -0.81984 1.05636 -0.19209
C2 0.48448 1.07411 -0.17035
N2 1.40029 0.32446 0.49403
N3 1.34937 -0.94974 0.56722
N4 0.67544 -1.50370 -0.29858
N5 -0.52201 -1.13571 -0.59640
H1 1.16183 1.82504 -0.45007

---

Record 17
C2HNO2S as an isolated structure. Source: the OMol25 dataset; level of theory: ωB97M-V/def2-TZVPD.

Total energy, eV: -18506.048
E_LUMO (alpha / beta), Eh: -0.044 / -0.044
Kohn-Sham gap (alpha / beta), eV: 7.7 / 7.7
Charge: 0
Energy above the lowest of the compared OMol25 structures with the same formula, charge and spin, kcal per mole: 110.0
HOMO energy (alpha / beta), eV: -8.9 / -8.9

Element x y z (Å)
C1 1.08031 -0.50163 -0.69017
C2 -0.14245 -0.62409 -0.12295
N1 -0.46261 0.63441 -0.49738
O1 2.16904 -0.40495 -1.00564
O2 -1.19338 1.49712 0.19117
S1 -0.25360 -1.81944 1.04507
H1 -1.19732 1.21858 1.07990

---

Record 18
C2HNO2S as an isolated structure. Source: the OMol25 dataset; level of theory: ωB97M-V/def2-TZVPD.

Total energy, eV: -18506.163
E_LUMO (alpha / beta), Eh: -0.022 / -0.139
Spin multiplicity: 3
Kohn-Sham gap (alpha / beta), eV: 6.1 / 6.2
Charge: 0
Energy above the lowest of the compared OMol25 structures with the same formula, charge and spin, kcal per mole: 10.3
HOMO energy (alpha / beta), eV: -6.7 / -10.0

Element x y z (Å)
C1 1.19770 0.86690 -0.47143
C2 2.36838 0.64339 0.49238
N1 0.17945 0.13865 0.27295
O1 1.11752 1.49915 -1.43666
O2 3.41146 1.14465 0.60357
S1 1.30683 -0.47991 1.52508
H1 -0.37567 -0.59412 -0.10274

---

Record 19
One molecule with the formula C2HNO2S2. Source: the OMol25 dataset; level of theory: ωB97M-V/def2-TZVPD.

Total energy, eV: -29341.689
E_LUMO, Eh: -0.057
Kohn-Sham gap, eV: 8.0
Charge: 0
Energy above the lowest of the compared OMol25 structures with the same formula, charge and spin, kcal per mole: 77.0
SMILES string: S=c1o[nH]oc1=S
HOMO energy, eV: -9.6

Element x y z (Å)
S1 1.76299 -1.22963 0.00604
C1 0.75232 0.01020 -0.00433
O1 1.14397 1.30287 -0.00693
N1 0.01914 2.15699 -0.12042
O2 -1.12740 1.31728 -0.00332
C2 -0.74926 0.02055 -0.00648
S2 -1.78289 -1.20276 0.00552
H1 0.03348 2.67364 0.80477

---

Record 20
One molecule with the formula C2HNO4. Source: the OMol25 dataset; level of theory: ωB97M-V/def2-TZVPD.

Total energy, eV: -11765.623
E_LUMO, Eh: -0.060
Kohn-Sham gap, eV: 9.3
Charge: 0
Energy above the lowest of the compared OMol25 structures with the same formula, charge and spin, kcal per mole: 84.3
SMILES string: O=CC(=O)[N+](=O)[O-]
HOMO energy, eV: -10.9

Element x y z (Å)
O1 -1.56976 0.15189 -1.38840
C1 -1.24398 -0.17469 -0.26791
C2 0.16489 -0.61532 0.10663
O2 0.51584 -1.72072 0.42712
N1 1.18130 0.57247 0.19713
O3 0.76937 1.67157 0.03787
O4 2.28643 0.20769 0.44281
H1 -2.10408 -0.09289 0.44474